No. 1
{"formula": "C35H42BN7O3RuS2", "method": "ωB97M-V/def2-TZVPD", "symbols": ["Ru", "C", "C", "C", "C", "C", "C", "C", "C", "C", "C", "N", "C", "C", "C", "C", "C", "N", "H", "H", "H", "H", "H", "H", "H", "H", "H", "H", "H", "H", "H", "H", "H", "H", "H", "C", "C", "C", "N", "N", "C", "N", "S", "H", "H", "H", "H", "H", "H", "H", "C", "N", "C", "C", "N", "H", "H", "H", "H", "H", "H", "C", "S", "O", "C", "C", "C", "C", "C", "C", "H", "H", "H", "H", "H", "H", "H", "H", "O", "B", "O", "C", "C", "C", "C", "C", "C", "H", "H", "H", "H"], "coordinates": [[0.6210, 0.5342, 0.4309], [4.2334, 1.9176, -2.1753], [2.8012, 1.4246, -2.3833], [2.7649, -0.0401, -2.7046], [2.8743, -0.5037, -4.0020], [2.8455, -1.8650, -4.2752], [2.6943, -2.7758, -3.2446], [2.5779, -2.3557, -1.9266], [2.3287, -3.3530, -0.8316], [3.5965, -4.1294, -0.4692], [2.6592, -0.9720, -1.6525], [2.5239, -0.5133, -0.3612], [3.3484, -0.7375, 0.6108], [2.9329, -0.5070, 1.9302], [3.5840, -0.7033, 3.1583], [2.6317, -0.4825, 4.1453], [1.4414, -0.1479, 3.4906], [1.6106, -0.1606, 2.1611], [4.2417, 2.9889, -1.9910], [4.8380, 1.7084, -3.0531], [4.6976, 1.4145, -1.3306], [2.3294, 1.9884, -3.1901], [2.2212, 1.5990, -1.4591], [2.9950, 0.2049, -4.8072], [2.9230, -2.2084, -5.2928], [2.6466, -3.8291, -3.4705], [1.5815, -4.0700, -1.1757], [1.9268, -2.8545, 0.0566], [3.9642, -4.6766, -1.3317], [3.3839, -4.8410, 0.3237], [4.3863, -3.4629, -0.1359], [4.3448, -1.1368, 0.4295], [4.6145, -0.9681, 3.2773], [2.7658, -0.5569, 5.2071], [0.4982, 0.0925, 3.9505], [-4.3709, 2.5350, -0.9369], [-3.3706, 2.7591, -2.0757], [-1.9792, 2.8754, -1.5672], [-1.3594, 2.0010, -0.8660], [-0.1078, 2.3322, -0.5372], [0.2616, 3.5325, -0.9465], [1.4572, 4.0793, -0.7030], [-0.9979, 4.3106, -1.8642], [-5.3682, 2.4009, -1.3487], [-4.3850, 3.3904, -0.2663], [-4.1044, 1.6524, -0.3612], [-3.6368, 3.6630, -2.6261], [-3.4229, 1.9188, -2.7751], [2.0297, 3.6771, 0.0281], [1.6462, 5.0279, -0.9825], [-2.5984, -3.4282, 2.6255], [-2.7233, -2.0756, 2.1250], [-3.9567, -1.3583, 2.3724], [-1.7824, -1.5268, 1.4483], [-0.9415, -1.0518, 0.8037], [-3.3577, -4.0677, 2.1715], [-2.7332, -3.4379, 3.7090], [-1.6146, -3.8251, 2.3854], [-4.7897, -1.8608, 1.8773], [-3.8713, -0.3408, 1.9947], [-4.1567, -1.3320, 3.4453], [-0.9256, -0.7811, -4.2758], [-0.1811, -1.3421, -2.6937], [-0.0920, -0.1084, -1.8550], [-1.6491, -2.1988, -2.0623], [-2.7400, -1.4494, -1.6615], [-3.8501, -2.0919, -1.1451], [-3.8490, -3.4705, -1.0047], [-2.7426, -4.2125, -1.3887], [-1.6330, -3.5756, -1.9223], [-1.8460, -0.2381, -4.0988], [-1.1146, -1.6618, -4.8765], [-0.1988, -0.1442, -4.7707], [-2.6953, -0.3720, -1.7232], [-4.7104, -1.5080, -0.8545], [-4.7145, -3.9705, -0.5948], [-2.7439, -5.2848, -1.2680], [-0.7647, -4.1441, -2.2198], [0.9790, 2.9652, 2.2583], [0.1802, 1.9140, 1.8916], [-0.9583, 1.8390, 2.6418], [-0.8705, 2.8769, 3.5490], [-1.7335, 3.2440, 4.5611], [-1.3427, 4.3173, 5.3497], [-0.1524, 4.9978, 5.1227], [0.7077, 4.6390, 4.0935], [0.3252, 3.5651, 3.3189], [-2.6596, 2.7200, 4.7326], [-1.9722, 4.6233, 6.1702], [0.1159, 5.8222, 5.7656], [1.6374, 5.1577, 3.9229]], "orbital_gap_ha": [0.2948, 0.2019], "e_homo_ha": [-0.4801, -0.4799], "spin_multiplicity": 5, "total_charge": 2, "de_lowest_ev": 1.677}

***

No. 2
{"formula": "C35H42Cl2CrN4O3SSi", "method": "ωB97M-V/def2-TZVPD", "symbols": ["Cr", "Cl", "C", "C", "C", "N", "C", "O", "C", "C", "C", "C", "C", "N", "C", "C", "C", "Cl", "N", "C", "O", "C", "C", "C", "C", "C", "N", "H", "H", "H", "H", "H", "H", "H", "H", "H", "H", "C", "Si", "C", "C", "C", "C", "C", "C", "C", "C", "H", "H", "H", "H", "H", "H", "H", "H", "H", "H", "H", "H", "H", "H", "H", "H", "H", "H", "H", "H", "H", "C", "C", "C", "C", "C", "C", "C", "S", "C", "O", "H", "H", "H", "H", "H", "H", "H", "H", "H", "H", "H"], "coordinates": [[-0.0755, -0.1359, -0.5297], [0.8247, 4.4708, -5.3332], [1.0716, 3.0822, -4.3225], [0.0376, 2.6980, -3.4726], [0.1724, 1.5822, -2.6270], [-0.8097, 1.1964, -1.7732], [-1.9275, 0.7914, -2.3830], [-2.9077, 1.4634, -2.7147], [-1.9304, -0.6782, -2.5756], [-2.9149, -1.3125, -3.3222], [-2.8228, -2.6922, -3.4876], [-1.7513, -3.3734, -2.9134], [-0.8238, -2.6457, -2.1811], [-0.9094, -1.3228, -1.9804], [1.3804, 0.8480, -2.6203], [2.4073, 1.2453, -3.4986], [2.2596, 2.3511, -4.3381], [3.5856, 2.7662, -5.3789], [1.4443, -0.2326, -1.7866], [2.6396, -0.4464, -1.2302], [3.6326, -1.0126, -1.6976], [2.6945, 0.0894, 0.1457], [3.8873, 0.5764, 0.6668], [3.8566, 1.1750, 1.9227], [2.6423, 1.2645, 2.5984], [1.5109, 0.7306, 1.9959], [1.5174, 0.1198, 0.8011], [-0.8957, 3.2535, -3.4478], [-3.7081, -0.7273, -3.7683], [-3.5642, -3.2206, -4.0743], [-1.6261, -4.4401, -3.0407], [0.0494, -3.1032, -1.7276], [3.3249, 0.6655, -3.5298], [4.7898, 0.5251, 0.0711], [4.7601, 1.5967, 2.3465], [2.5684, 1.7551, 3.5599], [0.5328, 0.7904, 2.4607], [-2.1807, 0.4641, 0.0387], [-1.0038, 1.4714, 1.0776], [-1.2017, 0.9890, 2.9816], [-0.2008, 1.7532, 3.8732], [-0.9100, -0.5269, 3.1454], [-2.6329, 1.2547, 3.4939], [-1.1512, 3.3835, 0.6124], [-0.0738, 4.2292, 1.3244], [-2.5436, 3.9508, 0.9569], [-0.9326, 3.5466, -0.9159], [-3.2202, 0.7269, 0.2559], [-2.0557, -0.6058, 0.2286], [-2.0054, 0.6315, -1.0280], [0.8267, 1.6624, 3.5029], [-0.2164, 1.3671, 4.8995], [-0.4470, 2.8166, 3.9372], [0.0986, -0.7830, 2.7997], [-1.6225, -1.1405, 2.5821], [-0.9838, -0.8300, 4.1966], [-2.8753, 2.3212, 3.4883], [-2.7482, 0.9067, 4.5273], [-3.3850, 0.7373, 2.8878], [-0.2475, 4.2868, 2.4020], [-0.0775, 5.2609, 0.9524], [0.9322, 3.8249, 1.1648], [-2.7191, 3.9639, 2.0367], [-3.3471, 3.3684, 0.4921], [-2.6422, 4.9849, 0.6056], [0.0458, 3.1607, -1.2263], [-0.9769, 4.6023, -1.2089], [-1.6995, 3.0191, -1.4946], [3.5397, -5.5427, -0.4750], [2.4219, -4.6112, -0.1095], [1.2636, -4.5427, -0.8921], [0.2381, -3.6530, -0.5620], [0.3593, -2.8184, 0.5520], [1.5243, -2.8689, 1.3243], [2.5495, -3.7592, 0.9940], [-0.9559, -1.6603, 0.9947], [-1.6451, -2.6235, 2.3652], [-1.9511, -1.7117, -0.1279], [3.1972, -6.3258, -1.1595], [3.9324, -6.0388, 0.4187], [4.3475, -4.9862, -0.9604], [1.1498, -5.1790, -1.7670], [-0.6547, -3.6133, -1.1832], [1.6495, -2.2137, 2.1824], [3.4524, -3.7819, 1.6007], [-1.9169, -3.6247, 2.0213], [-2.5396, -2.1129, 2.7301], [-0.9149, -2.6886, 3.1752], [-1.7685, -0.1359, -0.5297]], "orbital_gap_ha": [0.1470, 0.1639], "e_homo_ha": [-0.0736, -0.0916], "spin_multiplicity": 4, "total_charge": -1, "de_lowest_ev": 13.681}

***

No. 3
{"formula": "C35H42N4OP2PdS", "method": "ωB97M-V/def2-TZVPD", "symbols": ["Pd", "C", "S", "C", "C", "C", "N", "P", "C", "C", "C", "C", "C", "C", "C", "C", "C", "C", "C", "C", "P", "C", "C", "C", "C", "C", "C", "C", "C", "C", "C", "C", "C", "H", "H", "H", "H", "H", "H", "H", "H", "H", "H", "H", "H", "H", "H", "H", "H", "H", "H", "H", "H", "H", "H", "H", "H", "H", "H", "H", "H", "H", "O", "C", "C", "N", "C", "N", "C", "C", "C", "N", "C", "H", "H", "H", "H", "H", "H", "H", "H", "H", "H", "H", "H", "H"], "coordinates": [[0.0369, -0.0216, -0.0013], [-2.7580, -0.7825, 7.0285], [-3.8250, 0.3645, 6.1370], [-2.7578, 0.7072, 4.7171], [-2.9346, -0.2815, 3.5715], [-2.1033, 0.0888, 2.3421], [-0.6288, 0.1453, 2.6350], [-0.1287, 1.6891, 1.7686], [-0.2642, 2.5947, 3.3876], [0.5236, 2.2559, 4.4820], [0.4232, 2.9732, 5.6575], [-0.4655, 4.0418, 5.7584], [-1.2512, 4.3863, 4.6754], [-1.1493, 3.6597, 3.4912], [1.7277, 1.9800, 1.7244], [2.0985, 3.3218, 1.8552], [3.4171, 3.7186, 1.7215], [4.4027, 2.7808, 1.4484], [4.0496, 1.4506, 1.3045], [2.7241, 1.0531, 1.4351], [0.2909, -1.3259, 2.0347], [0.5243, -1.8317, 3.8048], [-0.3943, -2.5667, 4.5447], [-0.0852, -3.0027, 5.8243], [1.1519, -2.7219, 6.3867], [2.0827, -2.0038, 5.6535], [1.7693, -1.5709, 4.3730], [-0.5206, -2.8602, 1.4174], [0.3108, -3.6698, 0.6447], [-0.1528, -4.8749, 0.1457], [-1.4616, -5.2687, 0.3737], [-2.3034, -4.4616, 1.1248], [-1.8382, -3.2628, 1.6376], [-3.2783, -1.0815, 7.9365], [-1.8236, -0.2973, 7.3051], [-2.5595, -1.6727, 6.4367], [-1.7216, 0.7318, 5.0536], [-3.0070, 1.7142, 4.3817], [-3.9858, -0.2868, 3.2721], [-2.6994, -1.2879, 3.9185], [-2.4619, 1.0735, 2.0170], [-2.3348, -0.5764, 1.5067], [1.2069, 1.4167, 4.4181], [1.0360, 2.6974, 6.5067], [-0.5413, 4.5973, 6.6844], [-1.9475, 5.2123, 4.7481], [-1.7740, 3.9240, 2.6446], [1.3483, 4.0726, 2.0762], [3.6773, 4.7633, 1.8371], [5.4359, 3.0873, 1.3468], [4.8073, 0.7094, 1.0830], [2.4818, 0.0088, 1.3056], [-1.3595, -2.8290, 4.1333], [-0.8141, -3.5736, 6.3858], [1.3923, -3.0681, 7.3838], [3.0564, -1.7854, 6.0736], [2.5080, -1.0103, 3.8090], [1.3334, -3.3706, 0.4540], [0.5064, -5.4963, -0.4468], [-1.8252, -6.2093, -0.0215], [-3.3279, -4.7635, 1.3011], [-2.5160, -2.6407, 2.2095], [0.1726, -1.5008, -1.1308], [-1.4481, -0.0118, -5.4893], [-0.8730, -1.0539, -4.5572], [-0.5048, -0.4789, -3.2715], [-0.4020, 0.8282, -2.9969], [-0.1525, 1.2705, -1.7734], [0.0008, 2.7118, -1.6244], [-1.0585, 3.4473, -2.4226], [-0.8281, 3.1186, -3.8768], [-0.5786, 1.6989, -4.0443], [-0.5389, 1.1983, -5.4068], [-2.4466, 0.2809, -5.1569], [-1.5332, -0.4034, -6.5030], [0.0124, -1.5108, -5.0111], [-1.6042, -1.8478, -4.3935], [-0.2269, -1.2000, -2.5278], [0.9929, 3.0258, -1.9786], [-0.0662, 2.9544, -0.5673], [-1.0211, 4.5274, -2.2776], [-2.0393, 3.0912, -2.0987], [0.0350, 3.6795, -4.2535], [-1.6997, 3.4093, -4.4715], [0.4850, 0.9102, -5.6727], [-0.8502, 1.9879, -6.0876]], "orbital_gap_ha": [0.2533, 0.2723], "e_homo_ha": [-0.2433, -0.2789], "spin_multiplicity": 3}